{
  "formula": "C15H41NO6",
  "method": "ωB97M-V/def2-TZVPD",
  "symbols": ["C", "C", "C", "C", "C", "C", "N", "O", "C", "C", "C", "H", "H", "H", "H", "H", "H", "H", "H", "H", "H", "H", "H", "H", "H", "H", "H", "H", "H", "H", "C", "C", "O", "H", "H", "H", "H", "H", "H", "C", "O", "H", "H", "H", "H", "C", "O", "H", "H", "H", "H", "C", "O", "H", "H", "H", "H", "C", "O", "H", "H", "H", "H"],
  "positions_angstrom": [[-4.41, 0.50, -1.43], [-4.91, 1.36, -2.68], [-3.88, 1.06, -3.79], [-4.17, 1.58, -5.16], [-5.54, 1.03, -5.55], [-6.71, 1.30, -4.54], [-6.27, 0.95, -3.14], [-7.30, 1.04, -2.25], [-7.16, 2.76, -4.64], [-7.80, 0.30, -5.04], [-4.93, 2.93, -2.29], [-4.25, -0.55, -1.67], [-5.11, 0.66, -0.60], [-3.47, 0.86, -1.01], [-2.86, 1.33, -3.53], [-3.79, -0.03, -3.84], [-3.39, 1.45, -5.92], [-4.14, 2.67, -5.09], [-5.24, 0.01, -5.80], [-5.81, 1.51, -6.50], [-6.38, 3.52, -4.63], [-7.86, 2.88, -5.47], [-7.80, 3.08, -3.82], [-8.17, 0.61, -6.02], [-7.39, -0.71, -5.04], [-8.61, 0.17, -4.32], [-4.58, 3.53, -3.12], [-4.30, 3.09, -1.41], [-5.94, 3.26, -2.03], [-7.15, 0.18, -1.86], [2.24, -0.69, 2.66], [2.57, 0.47, 3.60], [3.66, 0.21, 4.49], [1.49, -0.43, 1.92], [1.84, -1.56, 3.16], [3.13, -0.96, 2.09], [1.71, 0.59, 4.25], [2.75, 1.36, 2.99], [3.81, 0.97, 5.06], [4.86, -3.56, 7.44], [3.83, -3.51, 6.39], [4.46, -3.38, 8.44], [5.26, -4.58, 7.50], [5.63, -2.84, 7.21], [4.16, -2.78, 5.85], [6.09, -1.36, -2.16], [5.58, -2.68, -2.09], [7.10, -1.49, -2.55], [5.47, -0.73, -2.80], [6.07, -0.89, -1.17], [4.62, -2.63, -2.02], [6.95, 3.06, 7.21], [6.26, 3.52, 5.98], [7.14, 3.84, 7.95], [6.28, 2.43, 7.80], [7.78, 2.47, 6.82], [6.87, 3.56, 5.23], [6.91, -5.09, 2.17], [7.62, -5.45, 1.01], [6.13, -5.84, 2.33], [7.59, -5.08, 3.02], [6.38, -4.13, 2.15], [7.08, -5.17, 0.27]],
  "mulliken_charge": [-1.9302, 1.6044, -1.3850, -0.7357, -1.1451, 1.4696, 0.2062, -0.4501, -1.7585, -1.8124, -1.5887, 0.3900, 0.5217, 0.4032, 0.4324, 0.4629, 0.4304, 0.2939, 0.3748, 0.4326, 0.3012, 0.4452, 0.3819, 0.4067, 0.4250, 0.3948, 0.2842, 0.4460, 0.2984, 0.4000, -1.0250, -0.1649, -0.5058, 0.3538, 0.2929, 0.2355, 0.2548, 0.2712, 0.2921, -0.5206, -0.4878, 0.2217, 0.2120, 0.2595, 0.3087, -0.4590, -0.4915, 0.1963, 0.2519, 0.2183, 0.2855, -0.4596, -0.5252, 0.2241, 0.2046, 0.2555, 0.3019, -0.4715, -0.5010, 0.2578, 0.2111, 0.2017, 0.3009],
  "e_tot_ev": -29989.85903,
  "homo_energy_ev": -7.98,
  "spin_multiplicity": 1,
  "gap_ev": 8.382
}

---

{
  "formula": "C15H42CoO10S7",
  "method": "ωB97M-V/def2-TZVPD",
  "symbols": ["Co", "C", "O", "O", "O", "C", "S", "O", "C", "H", "H", "H", "H", "H", "H", "C", "S", "O", "C", "H", "H", "H", "H", "H", "H", "C", "S", "O", "C", "H", "H", "H", "H", "H", "H", "C", "S", "O", "C", "H", "H", "H", "H", "H", "H", "C", "S", "O", "C", "H", "H", "H", "H", "H", "H", "C", "S", "O", "C", "H", "H", "H", "H", "H", "H", "C", "S", "O", "C", "H", "H", "H", "H", "H", "H"],
  "positions_angstrom": [[3.28, -9.62, 13.05], [2.55, -10.27, 15.16], [2.43, -9.05, 14.87], [3.74, -10.49, 14.92], [1.99, -10.88, 14.27], [0.58, -6.64, 11.34], [0.29, -8.33, 11.81], [1.68, -8.94, 11.98], [-0.44, -8.22, 13.56], [-0.30, -6.00, 11.28], [1.05, -6.55, 10.36], [1.14, -6.02, 12.04], [-1.34, -7.62, 13.51], [0.21, -7.60, 14.19], [-0.65, -9.21, 13.97], [1.33, -11.60, 18.51], [-0.36, -10.97, 18.77], [-0.39, -10.67, 20.29], [-0.21, -9.45, 17.79], [1.99, -10.88, 19.00], [1.42, -11.70, 17.43], [1.39, -12.56, 19.02], [-0.04, -9.66, 16.73], [0.75, -9.04, 18.10], [-1.05, -8.76, 17.92], [7.41, -9.27, 11.08], [6.62, -10.55, 12.19], [5.23, -10.01, 12.56], [6.29, -11.84, 10.89], [7.53, -8.41, 11.73], [6.71, -8.91, 10.32], [8.25, -9.67, 10.49], [5.67, -12.65, 11.28], [7.23, -12.25, 10.50], [5.73, -11.40, 10.07], [5.54, -7.07, 14.45], [4.46, -6.61, 13.09], [3.88, -7.85, 12.38], [3.22, -5.73, 14.16], [4.92, -7.47, 15.25], [6.10, -6.14, 14.62], [6.17, -7.87, 14.07], [3.68, -4.90, 14.70], [2.50, -6.26, 14.77], [2.66, -5.24, 13.37], [0.83, -11.91, 10.62], [2.66, -12.19, 10.78], [3.23, -10.92, 11.42], [2.53, -13.55, 12.02], [0.47, -12.78, 10.08], [0.61, -11.02, 10.04], [0.42, -11.96, 11.63], [2.12, -13.12, 12.93], [3.56, -13.91, 12.13], [1.90, -14.34, 11.61], [3.70, -7.81, 20.13], [2.45, -6.67, 19.38], [3.05, -5.34, 19.82], [2.98, -6.93, 17.63], [4.63, -7.58, 19.62], [3.51, -8.84, 19.82], [3.71, -7.70, 21.21], [2.80, -7.92, 17.20], [4.06, -6.86, 17.50], [2.46, -6.25, 16.95], [0.76, -13.97, 15.32], [2.18, -15.03, 15.97], [2.39, -16.25, 15.03], [3.60, -13.85, 15.67], [-0.14, -14.03, 15.94], [0.77, -14.13, 14.24], [1.04, -12.92, 15.30], [4.50, -14.46, 15.69], [3.67, -13.04, 16.39], [3.44, -13.27, 14.76]],
  "lowdin_spin": [2.7057, 0.0064, 0.0621, 0.0549, 0.0431, 0.0009, 0.0124, 0.0180, 0.0011, 0.0003, 0.0000, 0.0001, 0.0001, 0.0001, -0.0001, -0.0001, 0.0000, 0.0000, 0.0002, 0.0000, -0.0001, 0.0000, 0.0002, 0.0001, 0.0000, 0.0012, 0.0121, 0.0142, 0.0002, 0.0000, 0.0001, 0.0004, 0.0000, 0.0002, 0.0001, 0.0009, 0.0098, 0.0245, 0.0000, -0.0001, 0.0001, -0.0001, 0.0000, 0.0001, 0.0000, 0.0001, 0.0102, 0.0175, 0.0004, 0.0002, -0.0001, 0.0000, 0.0001, 0.0000, 0.0000, 0.0000, 0.0000, 0.0000, 0.0004, 0.0000, 0.0000, 0.0000, 0.0003, 0.0000, 0.0000, 0.0006, 0.0000, 0.0001, 0.0002, 0.0000, 0.0000, 0.0005, 0.0000, 0.0003, 0.0000],
  "e_tot_ev": -150172.31710,
  "homo_energy_ev": [-6.36, -6.27],
  "spin_multiplicity": 4,
  "gap_ev": [6.392, 6.303]
}

---

{
  "formula": "C15H42CuN3O10",
  "method": "ωB97M-V/def2-TZVPD",
  "symbols": ["Cu", "N", "O", "O", "O", "C", "O", "C", "C", "N", "C", "C", "O", "C", "H", "H", "H", "H", "H", "H", "H", "H", "H", "H", "H", "H", "H", "H", "H", "C", "O", "C", "C", "N", "C", "C", "O", "C", "H", "H", "H", "H", "H", "H", "H", "H", "H", "H", "H", "H", "H", "H", "H", "C", "O", "H", "H", "H", "H", "C", "O", "H", "H", "H", "H", "C", "O", "H", "H", "H", "H"],
  "positions_angstrom": [[0.16, 1.14, -1.07], [-0.23, 0.25, 2.27], [0.02, 0.51, 1.04], [-0.75, 1.14, 2.97], [0.10, -0.86, 2.69], [3.11, -0.48, 0.11], [2.41, 0.50, -0.68], [3.09, 1.72, -0.83], [2.41, 2.83, -0.06], [1.02, 3.07, -0.59], [0.21, 3.65, 0.51], [-1.21, 3.84, 0.04], [-1.80, 2.59, -0.14], [-3.22, 2.64, -0.02], [3.21, -0.20, 1.16], [4.05, -0.72, -0.40], [2.47, -1.36, 0.07], [3.24, 2.01, -1.88], [4.13, 1.64, -0.50], [2.90, 3.81, -0.08], [2.30, 2.53, 0.98], [1.09, 3.78, -1.31], [0.53, 4.63, 0.87], [0.11, 2.98, 1.37], [-1.29, 4.50, -0.84], [-1.75, 4.52, 0.72], [-3.59, 1.63, -0.24], [-3.61, 3.29, -0.81], [-3.55, 2.97, 0.96], [-2.30, 1.66, -3.14], [-1.68, 0.76, -2.24], [-2.21, -0.57, -2.38], [-1.36, -1.46, -1.48], [0.05, -1.07, -1.35], [0.84, -1.33, -2.59], [0.80, -2.77, -3.14], [-0.42, -2.94, -3.81], [-0.80, -4.28, -4.05], [-2.09, 1.38, -4.17], [-1.96, 2.68, -2.99], [-3.39, 1.75, -3.07], [-2.08, -0.81, -3.43], [-3.27, -0.59, -2.11], [-1.49, -2.50, -1.76], [-1.80, -1.44, -0.48], [0.49, -1.77, -0.75], [1.87, -1.14, -2.27], [0.69, -0.71, -3.48], [0.98, -3.53, -2.37], [1.65, -2.83, -3.84], [-0.07, -4.89, -4.59], [-1.72, -4.23, -4.62], [-0.91, -4.83, -3.10], [0.50, -3.98, 0.92], [1.88, -4.06, 1.12], [-0.09, -4.17, 1.83], [0.15, -2.97, 0.65], [0.13, -4.68, 0.17], [2.05, -3.89, 2.06], [3.50, -2.11, 4.39], [2.53, -2.52, 3.46], [4.48, -2.44, 4.04], [3.56, -1.02, 4.43], [3.39, -2.57, 5.37], [1.66, -2.13, 3.58], [-3.42, 2.49, 4.92], [-2.78, 1.23, 4.94], [-4.22, 2.50, 5.65], [-2.74, 3.30, 5.21], [-3.80, 2.74, 3.92], [-2.14, 1.18, 4.20]],
  "lowdin_spin": [0.7568, 0.0015, 0.0081, 0.0000, 0.0022, 0.0023, 0.0276, 0.0008, 0.0049, 0.0416, 0.0022, 0.0002, 0.0011, 0.0000, 0.0000, 0.0009, 0.0002, 0.0001, 0.0002, 0.0018, 0.0000, 0.0013, 0.0013, 0.0001, 0.0000, 0.0000, 0.0000, 0.0000, 0.0001, 0.0003, 0.0173, 0.0013, 0.0063, 0.0966, 0.0056, 0.0061, 0.0012, 0.0002, 0.0000, 0.0002, 0.0003, 0.0001, 0.0001, 0.0038, 0.0006, 0.0027, 0.0003, 0.0004, 0.0000, 0.0008, 0.0000, 0.0000, 0.0000, 0.0001, 0.0001, 0.0000, 0.0000, 0.0000, 0.0000, 0.0000, 0.0000, 0.0000, 0.0000, 0.0000, 0.0000, 0.0000, 0.0000, 0.0000, 0.0000, 0.0000, 0.0000],
  "total_charge": 1,
  "e_tot_ev": -85807.26987,
  "homo_energy_ev": [-11.21, -11.21],
  "spin_multiplicity": 2,
  "gap_ev": [8.321, 5.262]
}

---

{
  "formula": "C15H42N2O3P2",
  "method": "ωB97M-V/def2-TZVPD",
  "symbols": ["C", "C", "O", "C", "P", "P", "O", "O", "H", "H", "H", "H", "H", "H", "H", "H", "H", "H", "H", "H", "C", "C", "N", "C", "C", "C", "C", "H", "H", "H", "H", "H", "H", "H", "H", "H", "H", "H", "H", "H", "H", "H", "C", "C", "N", "C", "C", "C", "C", "H", "H", "H", "H", "H", "H", "H", "H", "H", "H", "H", "H", "H", "H", "H"],
  "positions_angstrom": [[3.06, 1.68, 1.11], [3.27, 3.12, 0.67], [2.78, 4.04, 1.65], [1.70, 4.85, 1.26], [0.01, 4.02, 1.33], [-2.14, 3.21, 1.36], [-2.03, 1.75, 2.10], [-2.23, 2.72, -0.23], [2.04, 1.33, 0.92], [3.77, 1.02, 0.61], [3.26, 1.63, 2.19], [2.78, 3.32, -0.30], [4.34, 3.32, 0.55], [1.83, 5.26, 0.24], [1.65, 5.69, 1.96], [0.16, 3.69, 2.72], [-0.60, 5.30, 0.98], [0.40, 3.04, 0.33], [-1.23, 1.24, 1.94], [-1.64, 3.23, -0.79], [-1.33, -1.73, 3.32], [0.02, -1.84, 2.61], [1.11, -2.13, 3.52], [2.42, -1.95, 2.92], [2.82, -2.88, 1.77], [0.95, -3.30, 4.37], [0.70, -4.65, 3.68], [-1.29, -0.99, 4.12], [-2.10, -1.41, 2.61], [-1.64, -2.68, 3.74], [0.25, -0.89, 2.12], [-0.07, -2.58, 1.80], [3.17, -2.03, 3.72], [2.48, -0.92, 2.57], [3.04, -3.89, 2.11], [3.72, -2.50, 1.28], [2.04, -2.94, 1.01], [0.12, -3.11, 5.05], [1.84, -3.37, 5.00], [-0.05, -4.57, 2.89], [0.34, -5.37, 4.41], [1.61, -5.06, 3.24], [-1.68, 0.95, -6.26], [-1.58, -0.27, -5.35], [-1.10, 0.05, -4.02], [-0.71, -1.11, -3.25], [-1.80, -2.13, -2.87], [-1.86, 1.06, -3.30], [-3.36, 0.82, -3.08], [-0.74, 1.49, -6.29], [-1.93, 0.63, -7.27], [-2.46, 1.64, -5.93], [-0.85, -0.97, -5.79], [-2.54, -0.79, -5.35], [-0.22, -0.76, -2.33], [0.06, -1.63, -3.82], [-2.45, -1.75, -2.09], [-1.33, -3.04, -2.49], [-2.41, -2.40, -3.73], [-1.74, 2.01, -3.83], [-1.38, 1.21, -2.33], [-3.85, 0.46, -3.99], [-3.84, 1.76, -2.79], [-3.55, 0.10, -2.29]],
  "mulliken_charge": [-0.8742, -0.4630, -0.3666, -0.8326, 0.2152, -0.1736, -0.2451, -0.2329, 0.1182, 0.4000, 0.2898, 0.3321, 0.3566, 0.4029, 0.4474, 0.0794, 0.0305, -0.1053, 0.2660, 0.2826, -1.5507, 0.2083, 0.0977, -0.3344, -1.0657, -0.7344, -0.9340, 0.3274, 0.4544, 0.4034, -0.0589, 0.2194, 0.3799, 0.0310, 0.2910, 0.4293, 0.2432, 0.3873, 0.3575, 0.2445, 0.3730, 0.2655, -1.3812, -0.3597, 0.1744, -0.6895, -0.9921, -0.5683, -1.0706, 0.3271, 0.4301, 0.2779, 0.4468, 0.2785, 0.3602, 0.3936, 0.1932, 0.4045, 0.2978, 0.3276, 0.2141, 0.3547, 0.3713, 0.2475],
  "e_tot_ev": -43933.66465,
  "homo_energy_ev": -7.55,
  "spin_multiplicity": 1,
  "gap_ev": 8.114
}